1.
17
Properties=species:S:1:pos:R:3 method="wB97M-V/def2-TZVPD" e_tot_ev=-22307.087 charge=0 homo_lumo_gap_ev=9.3 multiplicity=1 lumo_energy_ev=0.272 homo_energy_ev=-9.1 e_above_lowest_ev=0.000 smiles=Clc1ncccn1.CN
Cl 1.1973 -2.5243 1.2795
C 0.0984 -1.2158 1.2027
N 0.5164 -0.0630 1.6874
C -0.3298 0.9500 1.6085
C -1.5926 0.8133 1.0462
C -1.9235 -0.4559 0.5913
N -1.0802 -1.4727 0.6688
H 0.0267 1.8897 2.0077
H -2.2780 1.6400 0.9688
H -2.8844 -0.6789 0.1464
C 1.5028 0.6396 -1.5761
N 0.7337 -0.5436 -1.9545
H 1.9718 1.0496 -2.4746
H 0.8679 1.4152 -1.1438
H 2.2900 0.4111 -0.8566
H -0.2330 -0.4724 -1.6668
H 1.1165 -1.3817 -1.5348

=====

2.
67
Properties=species:S:1:pos:R:3 method="wB97M-V/def2-TZVPD" e_tot_ev=-103241.387 charge=-1 homo_lumo_gap_ev=5.3 multiplicity=1 lumo_energy_ev=2.012 homo_energy_ev=-3.2 e_above_lowest_ev=1.465
Cd 0.1299 -0.5253 -0.1554
C -0.0194 5.2098 3.2605
C 0.1404 4.8250 1.7892
N 1.1583 3.8213 1.6008
C 0.9067 2.4899 1.7987
S 2.3035 1.5865 2.2229
N -0.3342 2.1019 1.7717
N -0.6571 0.8105 1.7099
C -1.7918 0.4171 2.1855
C -2.7378 1.3480 2.8984
C -2.1298 -0.9869 2.0349
C -3.3614 -1.5016 2.4638
C -3.6014 -2.8553 2.3536
C -2.6199 -3.6734 1.8121
C -1.4494 -3.0773 1.3655
N -1.2106 -1.7844 1.4743
H -0.7480 6.0090 3.3714
H -0.3516 4.3420 3.8227
H 0.9305 5.5423 3.6722
H -0.7959 4.4184 1.4061
H 0.4131 5.7045 1.1967
H 2.0879 4.0861 1.9009
H -2.2646 2.3243 2.9591
H -3.6709 1.4499 2.3449
H -2.9621 0.9906 3.9027
H -4.1121 -0.8443 2.8720
H -4.5439 -3.2730 2.6823
H -2.7625 -4.7384 1.7238
H -0.6648 -3.6618 0.8997
O -0.0713 -5.5832 -5.0965
C -0.0401 -4.7073 -4.2712
S 1.4198 -4.1534 -3.4623
C 0.6867 -2.9247 -2.4165
C -0.6565 -2.7716 -2.5338
S -1.6911 -1.6943 -1.6839
S -1.4549 -3.8176 -3.7211
S 1.7809 -2.0800 -1.3959
O -3.0536 5.1392 -3.9268
C -3.7278 3.9285 -3.6535
C -2.8944 3.0550 -2.7515
C -3.4922 2.1566 -1.8696
C -2.6717 1.3515 -1.0951
N -1.3555 1.4060 -1.1318
C -0.7623 2.2677 -1.9636
C -1.5133 3.1024 -2.8009
C 0.7057 2.2572 -1.9681
C 1.4634 3.1394 -2.7467
C 2.8469 3.0728 -2.7068
C 3.6621 3.9942 -3.5807
O 3.3146 3.8973 -4.9471
C 3.4380 2.1216 -1.8831
C 2.6152 1.2736 -1.1561
N 1.2998 1.3363 -1.1996
H -3.5672 5.6397 -4.5691
H -3.9167 3.3779 -4.5898
H -4.6995 4.1266 -3.1752
H -4.5660 2.0779 -1.8016
H -3.0911 0.6209 -0.4162
H -1.0431 3.7868 -3.4859
H 0.9956 3.8686 -3.3877
H 4.7350 3.7926 -3.4446
H 3.4662 5.0362 -3.3087
H 3.3330 2.9668 -5.1985
H 4.5115 2.0356 -1.8175
H 3.0300 0.5037 -0.5171
O 1.6233 -1.2026 2.5821
C 1.6473 -0.5334 1.6385

=====

3.
21
Properties=species:S:1:pos:R:3 method="wB97M-V/def2-TZVPD" e_tot_ev=-23024.182 charge=+1 homo_lumo_gap_ev=7.8 multiplicity=1 lumo_energy_ev=-4.816 homo_energy_ev=-12.6 e_above_lowest_ev=1.552
C -1.1513 1.1986 -1.3400
C -2.0351 2.6163 0.2825
C 0.9205 -0.3967 1.1197
C -0.6015 0.0925 -0.4570
C 0.3177 -0.9176 -1.1247
C 1.1603 -1.4995 0.1510
N -1.5662 2.3124 -0.9741
N -2.5183 1.7529 1.0530
N 2.5592 -1.8974 0.0162
O 1.6662 -0.1930 2.1517
O 0.0052 0.4620 0.7871
I -2.4321 -1.2196 -0.0351
H -0.9683 1.1366 -2.3650
H -2.1606 3.7976 0.4399
H 1.2251 -0.4238 -1.6388
H -0.0285 -1.6047 -1.8063
H 0.6803 -2.3325 0.7219
H -2.9759 2.1637 1.9250
H 2.4399 -2.8177 -0.3230
H 2.4550 -0.7874 2.1642
H 3.0084 -1.4427 -0.7483

=====

4.
62
Properties=species:S:1:pos:R:3 method="wB97M-V/def2-TZVPD" e_tot_ev=-130617.980 charge=+1 homo_lumo_gap_ev="6.8 / 6.9" multiplicity=2 lumo_energy_ev="-3.475 / -3.536" homo_energy_ev="-10.3 / -10.5" e_above_lowest_ev=0.497
Ti 0.0089 0.0876 0.2814
N -2.2714 4.2509 2.0608
C -1.9252 2.9552 2.1032
N -0.8013 2.4762 1.6889
C 0.1335 3.3419 1.1588
N 1.3027 2.9049 0.8016
N 1.4343 1.5412 0.8920
C 2.5443 1.0963 1.3433
C 2.8073 -0.3403 1.3318
C 3.9577 -0.8763 1.8884
C 4.1585 -2.2461 1.8109
C 3.2066 -3.0293 1.1805
C 2.0775 -2.4175 0.6580
N 1.8789 -1.1049 0.7267
C -0.1794 4.7580 1.0280
C 0.6958 5.6863 0.4587
C 0.3380 7.0138 0.3769
C -0.8993 7.4397 0.8640
C -1.7787 6.5399 1.4289
C -1.4160 5.1988 1.5075
H -3.1645 4.5436 2.4244
H -2.6553 2.2731 2.5261
H 3.2965 1.7805 1.7259
H 4.6750 -0.2278 2.3722
H 5.0450 -2.6954 2.2371
H 3.3266 -4.0996 1.0967
H 1.3061 -3.0019 0.1728
H 1.6513 5.3379 0.0927
H 1.0167 7.7315 -0.0626
H -1.1726 8.4839 0.7987
H -2.7400 6.8653 1.8069
O -1.4195 0.8588 -0.6488
C -1.8677 1.1929 -1.8479
C -3.1854 1.6431 -1.9976
C -3.6765 1.9884 -3.2369
C -2.8679 1.8905 -4.3695
C -1.5690 1.4547 -4.2346
C -1.0455 1.1120 -2.9823
C 0.3377 0.6933 -2.8299
N 0.9128 0.1485 -1.7562
C 2.2396 -0.0654 -2.0897
C 2.4571 0.3226 -3.3678
N 1.2595 0.8185 -3.8115
H -3.8050 1.6955 -1.1114
H -4.6992 2.3280 -3.3339
H -3.2581 2.1441 -5.3448
H -0.9589 1.3586 -5.1248
H 2.9412 -0.5046 -1.4064
H 3.3388 0.3052 -3.9819
H 1.0927 1.2298 -4.7132
Cl -4.4479 -4.5688 3.7230
C -3.2943 -3.4005 3.2240
C -2.8689 -3.3563 1.9000
Cl -3.4841 -4.4662 0.7456
C -1.9377 -2.4033 1.5154
Cl -1.3833 -2.2940 -0.1264
C -1.3950 -1.4725 2.4088
O -0.5122 -0.5865 2.0275
C -1.8416 -1.5364 3.7391
Cl -1.1971 -0.3812 4.8392
C -2.7747 -2.4820 4.1422
Cl -3.2948 -2.5211 5.7753